No. 1
{"formula": "C42H39N9O12", "method": "ωB97M-V/def2-TZVPD", "species": ["O", "O", "O", "O", "O", "O", "O", "O", "O", "O", "O", "O", "N", "N", "N", "N", "N", "N", "N", "N", "N", "C", "C", "C", "C", "C", "C", "C", "C", "C", "C", "C", "C", "C", "C", "C", "C", "C", "C", "C", "C", "C", "C", "C", "C", "C", "C", "C", "C", "C", "C", "C", "C", "C", "C", "C", "C", "C", "C", "C", "C", "C", "C", "H", "H", "H", "H", "H", "H", "H", "H", "H", "H", "H", "H", "H", "H", "H", "H", "H", "H", "H", "H", "H", "H", "H", "H", "H", "H", "H", "H", "H", "H", "H", "H", "H", "H", "H", "H", "H", "H", "H"], "positions_angstrom": [[-3.00158, 4.42447, -2.04991], [9.06901, -0.80858, 7.99860], [11.88825, -3.39286, 4.77440], [-5.69421, -2.48699, -8.18202], [4.43395, 4.09539, -8.98805], [-4.00810, 3.11961, 9.02412], [-4.80842, -1.22781, -6.66711], [-4.50152, 2.44246, 6.92576], [-2.26353, 6.45619, -1.82850], [9.65262, -1.94883, 9.82185], [2.74383, 4.94956, -7.95340], [12.72756, -4.75342, 3.37688], [8.97396, -1.79109, 8.76570], [0.54621, -1.67453, 0.77743], [-3.71495, 2.67186, 7.88099], [11.86625, -3.88254, 3.67189], [-5.50376, -1.39307, -7.66575], [-2.85237, 5.49043, -1.48573], [-8.97367, -0.75165, -1.03686], [-9.20680, -6.17639, -5.45710], [3.62520, 4.09890, -8.07211], [-6.50838, 2.23710, -8.16069], [6.31388, -3.79133, 6.83995], [-4.08998, 6.61039, 1.93617], [6.44558, -5.01329, 7.41140], [-0.33882, 2.58688, 6.18060], [-11.58387, -0.45302, -1.18165], [-10.15526, -0.64572, -1.12979], [7.21650, -5.15619, 8.54066], [7.13914, -2.76068, 7.26793], [-3.61699, 5.52718, -0.20634], [10.22515, -4.55333, 1.82797], [-7.01386, -6.76050, -4.00064], [1.78541, 1.02220, -7.00201], [-4.76137, 4.74321, -0.02953], [-7.48898, -0.33843, -8.92806], [10.72792, -3.52463, 2.77335], [4.10074, 0.59873, -6.77544], [-1.73863, 2.47881, 6.36665], [-5.60616, 4.94973, 1.10928], [-5.88992, 1.04741, -7.76184], [2.78951, 0.19773, -6.60358], [9.16840, -4.30351, 0.94000], [-2.23797, 2.53403, 7.68477], [-5.24475, 5.85463, 2.07133], [-1.35509, 2.57275, 8.69041], [-8.21564, -6.44273, -4.86372], [9.05617, -2.02970, 1.84937], [-0.37227, -1.54806, 0.01904], [-8.08484, 0.84876, -9.38206], [-1.41733, -1.41046, -0.90182], [4.35334, 1.87688, -7.28251], [-7.61571, 2.13647, -9.05198], [0.02819, 2.55731, 8.52005], [8.43479, -3.11120, 1.15229], [3.34877, 2.75678, -7.59607], [8.00525, -4.07765, 8.99715], [-3.36200, 6.49563, 0.72726], [1.98798, 2.30525, -7.39641], [10.14924, -2.25679, 2.64816], [0.57973, 2.57026, 7.25767], [8.02668, -2.85633, 8.32567], [-6.35202, -0.22784, -8.12387], [-5.94828, 6.01690, 2.87453], [4.90143, 0.04516, -6.30762], [1.64251, 2.43318, 7.12324], [-5.08880, 3.98663, -0.72722], [-6.64578, -7.71853, -4.36778], [-5.03097, 1.22134, -7.13069], [7.26490, -6.14333, 8.97611], [-6.05776, 3.19366, -7.94087], [5.58818, -3.72326, 6.04301], [8.58275, -1.05900, 1.85213], [5.93560, -5.88678, 7.03282], [10.46045, -1.42360, 3.26083], [-11.92387, -1.48706, -1.12452], [-6.15722, -6.09414, -3.89950], [-2.29179, -0.95619, -0.43592], [-1.75359, -2.35979, -1.31870], [8.82412, -5.05363, 0.24346], [0.74557, 0.73603, -6.94509], [-2.49912, 7.14511, 0.72584], [2.52355, -0.75347, -6.16667], [-11.97086, 0.04258, -2.07199], [-7.41800, -7.03747, -3.02696], [-8.77972, 0.76721, -10.20479], [5.39778, 2.14911, -7.32006], [10.66478, -5.53489, 1.92621], [-0.10666, 2.40188, 5.14220], [0.69616, 2.46866, 9.36407], [6.97076, -1.87528, 6.67286], [-6.55869, 4.44744, 1.19160], [8.76413, -4.20541, 9.75490], [-1.70792, 2.56417, 9.71112], [-11.91805, 0.00582, -0.25112], [-8.02762, -1.24437, -9.16373], [-3.82983, 7.43510, 2.58315], [-1.30481, -0.67749, -1.70069], [7.44114, -2.99667, 0.74495], [-2.44947, 2.34695, 5.56432], [-8.00689, 3.08404, -9.39181], [1.24141, 3.03159, -7.68181]], "total_energy_ha": -3018.76650, "homo_ev": -9.8592, "charge": 0, "smiles": "O=[N+]([O-])c1ccccc1.O=[N+]([O-])c1ccccc1.O=[N+]([O-])c1ccccc1.O=[N+]([O-])c1ccccc1.O=[N+]([O-])c1ccccc1.O=[N+]([O-])c1ccccc1.CC#N.CC#N.CC#N", "e_above_lowest_ev": 5.3100, "gap_ev": 9.043}

No. 2
{"formula": "C42H39N9OPRuS2", "method": "ωB97M-V/def2-TZVPD", "species": ["Ru", "S", "S", "P", "O", "N", "N", "N", "N", "N", "N", "N", "N", "N", "C", "C", "C", "C", "C", "C", "C", "C", "C", "C", "C", "C", "C", "C", "C", "C", "C", "C", "C", "C", "C", "C", "C", "C", "C", "C", "C", "C", "C", "C", "C", "C", "C", "C", "C", "C", "C", "C", "C", "C", "C", "C", "H", "H", "H", "H", "H", "H", "H", "H", "H", "H", "H", "H", "H", "H", "H", "H", "H", "H", "H", "H", "H", "H", "H", "H", "H", "H", "H", "H", "H", "H", "H", "H", "H", "H", "H", "H", "H", "H", "H"], "positions_angstrom": [[0.16929, -0.00435, 0.53268], [-2.35278, 2.18534, -1.89983], [-1.13878, -1.93831, 1.30714], [-0.82174, 2.15662, 1.45595], [-1.23124, 1.75022, -0.95048], [0.49285, 0.06842, 2.98582], [-0.37215, -1.27321, -1.35352], [-0.03123, 2.31883, 2.96315], [5.51599, -9.17578, 1.75034], [2.24786, -0.99301, 0.79880], [1.38323, 0.74750, -1.31736], [-2.57591, -3.63698, -0.10218], [3.48204, -2.73852, 1.30777], [-1.25610, -2.31902, -1.39395], [2.66546, 1.59073, -3.61839], [-5.16297, 1.17081, 2.62963], [-2.54112, 1.74254, 1.88009], [1.44713, 0.25261, 5.58264], [3.33453, -0.56922, 1.53495], [4.11041, -1.63674, 1.84653], [-4.62921, 0.61209, 1.47898], [0.97166, 1.36820, 4.94106], [5.67303, -5.71015, 1.34361], [-1.64896, 3.58263, -2.75761], [0.26195, -1.02931, -2.43761], [5.17224, -8.08390, 1.67958], [-2.46053, 0.97826, -3.18503], [-3.56099, -1.01215, -3.94577], [5.25636, -4.39417, 1.24390], [-1.66580, -2.65286, -0.19750], [-1.96860, 5.89521, 0.31693], [0.48462, 1.23447, 3.63420], [0.40645, 4.55783, 0.83631], [4.74069, -6.71441, 1.59111], [-1.74280, -0.08845, -5.20417], [1.43905, -0.97781, 4.92157], [-3.08586, 2.30129, 3.03856], [3.39386, -6.40384, 1.75223], [-0.81029, 3.89234, 0.96865], [-2.86910, -2.16911, -6.06644], [0.43359, 5.88593, 0.44173], [3.91208, -4.09916, 1.40972], [-2.00049, 4.56402, 0.70721], [1.82882, 0.48565, -3.64691], [-3.44500, 0.01007, -3.02131], [2.36735, -2.30441, 0.69836], [0.96688, -1.01396, 3.63604], [-3.32471, 0.89605, 1.10443], [-4.38813, 2.01746, 3.41195], [2.83935, 2.27289, -2.42332], [2.97577, -5.08732, 1.67025], [-1.60593, 0.93439, -4.28115], [1.19589, 0.10009, -2.47400], [-2.71573, -1.07640, -5.04991], [-0.75512, 6.55430, 0.17795], [2.17818, 1.81143, -1.29616], [2.29418, 2.30929, -0.33974], [1.69458, -2.96213, 0.17254], [-0.73513, 7.59183, -0.12443], [-0.62475, 3.34348, -3.03840], [-2.95269, 4.06117, 0.82265], [-1.65668, 4.41697, -2.06023], [6.71594, -5.96365, 1.21763], [-1.09610, -0.11643, -6.07256], [3.17570, 1.91371, -4.51555], [-2.06564, -2.14371, -6.79997], [3.49290, 0.46718, 1.77906], [-2.87063, -3.14898, -5.58884], [1.33855, 4.04751, 1.05176], [-2.85524, -4.12332, -0.93848], [-3.81363, -2.06660, -6.60178], [-2.88287, -3.97443, 0.79178], [-2.49506, 2.96307, 3.65906], [5.96936, -3.61347, 1.01852], [2.68318, -7.19164, 1.95652], [-6.18050, 0.94930, 2.91913], [5.02360, -1.72081, 2.40659], [0.09391, -1.63769, -3.32132], [0.95115, 2.33276, 5.42834], [-0.00273, 3.21022, 3.43349], [-2.25898, 3.81191, -3.62881], [-0.84937, 1.69093, -4.43296], [1.66211, -0.07130, -4.55810], [1.79125, -1.88025, 5.39724], [1.93633, -4.83561, 1.83035], [-4.32731, -1.76487, -3.81689], [3.47972, 3.14017, -2.35764], [-4.12211, 0.06531, -2.17784], [1.81844, 0.33048, 6.59551], [-2.89531, 6.42022, 0.12980], [0.95281, -1.93915, 3.07556], [-4.79961, 2.45797, 4.30904], [1.37943, 6.40107, 0.34757], [-2.92565, 0.44467, 0.20453], [-5.22853, -0.05085, 0.86963]], "total_energy_ha": -3424.06486, "homo_ev": [-12.9221, -13.2375], "charge": 2, "multiplicity": 6, "e_above_lowest_ev": 0.2356, "gap_ev": [7.597, 6.503]}

No. 3
{"formula": "C42H40AsIrN3O2S", "method": "ωB97M-V/def2-TZVPD", "species": ["Ir", "As", "S", "O", "O", "N", "N", "N", "C", "C", "C", "C", "C", "C", "C", "C", "C", "C", "C", "C", "C", "C", "C", "C", "C", "C", "C", "C", "C", "C", "C", "C", "C", "C", "C", "C", "C", "C", "C", "C", "C", "C", "C", "C", "C", "C", "C", "C", "C", "C", "H", "H", "H", "H", "H", "H", "H", "H", "H", "H", "H", "H", "H", "H", "H", "H", "H", "H", "H", "H", "H", "H", "H", "H", "H", "H", "H", "H", "H", "H", "H", "H", "H", "H", "H", "H", "H", "H", "H", "H"], "positions_angstrom": [[0.92257, 0.33797, -0.69835], [-0.16288, -2.77962, 0.53460], [2.64002, 1.50367, 1.88957], [-0.75540, 0.51072, -1.96345], [3.30797, 0.57590, -1.39507], [1.24582, 2.29645, -1.35046], [0.33298, 3.14877, -1.43739], [0.78579, -1.69780, -0.63724], [4.95299, 2.33836, -1.25044], [1.44907, -2.31419, -1.70511], [-3.75096, 2.41053, -1.82324], [-4.10007, -2.08198, -0.72707], [1.92273, -3.64241, -1.68237], [1.73614, -1.29072, 6.33411], [-2.44888, -3.81683, -1.31946], [-1.48980, 1.53710, -1.84285], [4.19622, 4.61354, -1.29921], [-0.39444, -2.54760, 3.43214], [-1.61913, 0.05044, 2.04190], [-4.19011, 4.80533, -1.35712], [5.23030, 3.69681, -1.22773], [1.55383, 0.93796, 0.97611], [-1.90295, 3.98208, -1.46400], [2.58257, 2.81440, -1.36903], [2.42920, -2.11746, -3.94052], [1.31371, -1.72921, 4.95096], [-5.95734, -0.42314, -0.35440], [-3.70671, -0.29865, 0.78552], [2.92348, -2.28784, 1.55985], [1.83540, -2.10004, 2.59944], [-2.40856, -0.74684, 1.02548], [-2.90896, 1.37701, -1.98474], [-2.80685, -2.56680, -0.53165], [-0.97012, 2.85452, -1.58541], [0.03024, -2.20046, 4.70929], [-4.56796, -0.94876, -0.08340], [2.64689, -4.16888, -2.74336], [-1.93731, -1.90532, 0.35829], [2.21418, -1.74194, 3.89465], [1.70246, -1.58093, -2.88665], [2.92247, -3.41241, -3.87678], [-3.74397, 6.07368, -1.09430], [3.64306, 1.89581, -1.33888], [-1.46412, 5.30106, -1.23611], [-2.36481, 6.32227, -1.04246], [2.88251, 4.17124, -1.36865], [4.36488, -0.39048, -1.32080], [0.48238, -2.37591, 2.34191], [-3.28625, 3.74257, -1.54442], [-1.77663, -3.15116, 3.27340], [-0.66251, -2.31025, 5.54317], [-1.40049, -4.07586, -1.26418], [2.93359, -1.49321, 0.82168], [3.25526, -1.48425, 4.08202], [-2.04615, -3.69414, 4.18014], [-2.54507, -2.40043, 3.09491], [-4.82164, 2.24043, -1.89577], [-1.75359, -0.34641, 3.04791], [-4.44912, 6.88039, -0.93740], [4.87776, -0.33619, -0.35774], [-6.67088, -1.24233, -0.44722], [5.76735, 1.62871, -1.19099], [1.67885, -2.11892, 7.04596], [-2.70346, -3.67642, -2.37204], [2.76081, -0.91663, 6.32737], [-6.29086, 0.24658, 0.43936], [2.06086, 4.87156, -1.38721], [1.72944, -4.25276, -0.81589], [5.07890, -0.24301, -2.13190], [-5.25552, 4.60321, -1.43089], [-1.80665, -3.85152, 2.44190], [-4.04688, 0.59672, 1.29962], [3.01129, -5.18982, -2.67500], [-3.02672, -4.66772, -0.94785], [1.29379, -0.57462, -2.98629], [-4.75494, -2.61105, -1.41485], [2.59821, -1.51723, -4.83066], [-0.40329, 5.49590, -1.21602], [3.90176, -2.30924, 2.04796], [-3.26957, 0.37370, -2.18764], [-5.97595, 0.13659, -1.29503], [-2.00850, 7.32659, -0.84799], [6.25761, 4.03074, -1.15269], [2.78676, -3.22586, 1.02329], [3.89518, -1.36244, -1.43499], [1.08494, -0.49473, 6.70488], [3.49937, -3.82502, -4.69546], [-1.96083, 1.09110, 2.05051], [-0.56194, 0.04045, 1.83009], [4.40721, 5.67664, -1.29011]], "total_energy_ha": -4677.41025, "homo_ev": [-7.0272, -6.9811], "charge": 0, "multiplicity": 2, "e_above_lowest_ev": 0.0000, "gap_ev": [6.070, 6.010]}